No. 1
Formula: C31H68BN7O3P2RuSi3
Source: OMol25
Level of theory: ωB97M-V/def2-TZVPD

Values from the calculation:
2S+1: 6
Highest occupied orbital energy (alpha / beta): -10.4 / -10.8 eV
Total charge: +1
HOMO-LUMO gap (alpha / beta): 8.95 / 6.87 eV

Cartesian coordinates (Å):
C -3.8054 4.9362 -0.1742
H 4.8584 0.1128 -2.9077
B -3.5635 -1.9535 -1.8388
H 5.2193 -3.1906 -1.4451
C -1.6485 -5.7660 -0.2211
C 4.6497 -3.8317 -0.7736
H 0.8626 3.7917 4.5895
C 2.0343 -4.6636 0.4516
C -3.5252 -4.0610 1.1080
H 3.5374 0.7848 2.2601
Si 2.2081 -1.2817 1.8081
H 0.3464 5.2025 3.6677
H -4.4687 5.7089 0.2115
C 5.4942 -0.3515 0.1418
H -0.3691 -3.9702 2.7313
N 0.0117 3.5408 1.4073
H -2.1432 -5.5458 -1.1681
H 3.6134 2.0086 0.0194
H 1.8061 4.6355 -2.4521
H -1.1905 4.8356 -1.9391
H -0.2786 2.2811 3.0944
H 2.6279 4.9152 2.8772
C 2.5081 0.4509 2.4106
H -4.0147 -3.8587 0.1545
H 2.0187 1.3502 -0.3155
H -1.3652 3.6746 3.0255
H -2.1204 -6.6310 0.2473
H 2.7765 -3.5165 2.7514
H 5.7791 0.6569 0.4509
H 6.2763 -0.7279 -0.5217
H -0.5980 -5.9849 -0.4111
H 1.8379 1.1450 1.8986
C -0.2224 -1.1883 3.0262
N -2.8052 -0.7946 0.3161
H -1.0212 1.9263 -2.6082
P -0.7667 2.6948 0.2421
H -3.1455 4.5151 1.8376
N -3.8026 -1.1887 -0.4951
C -0.1687 4.5865 -1.6226
Si 2.8381 -3.3701 -0.6351
H -0.3701 -0.1123 3.1433
H 5.1240 -3.7905 0.2108
H -2.9640 2.5051 -1.5059
H 2.4494 -2.8050 -3.0455
H 2.5351 -2.3174 4.0295
C -1.0742 -4.7490 2.4416
H 0.6117 5.4289 -3.4835
C -1.2701 -0.6311 -4.4625
H -5.0867 3.6021 -1.3630
H 1.9167 -4.4390 -2.6453
H 2.4545 3.1610 2.8364
N -1.1454 -1.1943 -2.2943
N -0.0818 3.1959 -1.1669
H -3.3466 5.3119 -1.0924
C 0.6905 4.1697 3.5830
C -0.3462 3.3413 2.8285
H -0.2463 3.3312 -4.2647
H 4.7397 -4.8590 -1.1380
H -5.1795 3.3636 0.3813
C -4.7529 -0.4825 1.3787
H -1.0009 -0.3391 -5.4626
O 0.5093 -1.4662 1.8327
H -3.6594 1.6147 -0.1542
C 0.5017 3.2299 -3.4788
O -1.1052 -3.1288 0.2046
C -2.5323 -0.9455 -3.9780
H 3.2441 -0.5324 -3.1854
H 0.6116 1.4760 -2.1512
C 3.0527 1.3644 -0.6623
Ru -0.6000 -0.9892 -0.2001
H -5.4841 -0.2045 2.1181
H -1.8754 5.2209 0.8385
C 1.3415 4.1776 1.2839
C -0.0359 2.3240 -2.3522
C 4.1451 -0.6499 -2.5787
C -3.3565 2.6012 -0.4876
C -2.7273 4.5424 0.8262
Si 3.8367 -0.3416 -0.7588
N -2.3294 3.1793 0.4158
C -4.5051 3.6071 -0.4427
H -5.8975 -1.2630 -0.3893
H -3.4873 -0.9837 -4.4755
H -0.5426 -5.6992 2.4013
H 0.1228 5.2823 -0.8373
N -2.4403 -1.2794 -2.6891
H 1.3971 2.8129 -3.9383
C 1.9574 -3.4083 -2.2825
H 4.0252 -2.3162 3.0998
O -0.7543 1.1855 0.2881
H 0.9263 -3.0590 -2.1832
H 3.0622 1.8391 -1.6473
C -3.3655 -0.3667 1.4488
H -4.5833 -1.8950 -2.4764
H 1.2201 5.2254 0.9931
H -2.7496 0.0602 2.2250
H 0.6281 -0.6817 -3.2868
C 1.9272 4.1031 2.6894
H 4.5813 -1.6218 -2.8036
P -1.7766 -4.3207 0.8273
C -4.9806 -1.0080 0.1168
H 5.4949 -0.9848 1.0316
H 2.7051 -5.0338 1.2293
H 1.9440 3.6873 0.5246
H 2.2983 0.5089 3.4831
C 0.7775 4.5864 -2.8140
H -1.1953 -1.6727 2.9450
H -3.2273 -3.0907 -1.5987
C -0.4411 -0.8074 -3.3648
H -3.9624 -4.9501 1.5655
H -3.6737 -3.2027 1.7657
H 1.1326 -4.2724 0.9164
C 2.7677 -1.6342 0.0843
C 2.9454 -2.4762 3.0284
H 0.2972 -1.5784 3.9043
H 1.7571 -5.5169 -0.1739
H -1.8596 -4.8165 3.1945

=====

No. 2
Formula: C31H70CaN3O6
Source: OMol25
Level of theory: ωB97M-V/def2-TZVPD

Values from the calculation:
2S+1: 1
Highest occupied orbital energy: -9.7 eV
Energy relative to the best compared isomer or geometry (same formula, charge and spin): 0.0 kcal/mol
Total charge: +1
HOMO-LUMO gap: 5.96 eV

Cartesian coordinates (Å):
H 6.3650 2.5396 -0.8354
C -7.0416 -2.6048 1.2695
H 3.3612 3.8820 3.6813
H -1.3398 -0.4230 -4.7785
H -1.5930 3.1171 -3.5556
H -5.2885 -0.4128 4.7853
H -3.1420 -0.3763 0.7723
H 2.5058 3.5847 -0.6563
C 5.6255 2.9785 -0.1535
C -3.4840 -1.8195 2.3025
N 3.1509 -3.3551 -3.2605
H -1.7423 -0.4224 -1.6938
H -0.6575 4.0442 4.9575
H -2.1706 -1.7912 -2.7647
H 4.8819 -2.4405 -2.4896
H -3.0283 -0.2931 -2.8334
C -0.2065 -0.2628 4.0342
C 3.6698 1.7475 -0.3418
C 4.5368 -2.9405 -3.3926
C -1.9271 0.8973 5.1048
C 1.2908 -4.5307 -4.4618
H -2.9900 0.6747 4.9914
N -0.7503 1.2437 -3.5827
H 5.1237 4.3164 -1.7802
C 3.3876 3.0877 -1.0557
C 5.5256 -4.0942 -3.6042
H -0.6215 -1.2341 3.7444
O -1.1829 0.7827 3.8617
H 1.5047 3.6697 5.8826
H 4.4214 4.7883 -0.2615
H 6.5102 -3.6460 -3.4447
H 2.2017 1.2143 -5.4393
H 5.3594 -4.9484 -2.9529
O 4.8111 2.0079 0.4629
C -1.0425 -0.1884 -3.7487
C 1.5338 3.1785 2.7017
C -2.8856 1.8962 -4.8049
C 0.1152 -0.2288 5.5296
H -0.0109 5.1307 3.7067
H 1.5912 3.9896 1.9668
H 1.8674 5.1866 5.0649
Ca -1.7018 2.2589 2.1730
H -3.1536 -2.8285 2.6120
H 2.2038 -2.8927 -0.7018
H -3.8807 -1.3719 4.9643
H -5.1829 -2.1116 0.2630
H 0.0148 1.1026 -1.8867
H -3.8542 2.3721 -4.6482
H 5.5711 -4.4575 -4.6331
H 3.3674 -4.7136 -4.8439
H 0.6517 -1.1021 5.8912
C -5.5326 -2.4708 1.2271
N -4.9371 -1.7047 2.3246
H 2.5985 -1.3727 -3.3866
C -2.0251 -0.7132 -2.7037
H 2.6357 2.4315 4.3902
H -5.2387 -3.2730 3.7122
H 1.7702 2.2729 2.1467
H -0.1238 -0.7670 -3.6355
H -7.4192 -3.2618 2.0483
O 0.4717 0.8353 -1.0373
H 2.1655 1.1812 -3.6920
H -2.4834 1.9263 -2.6680
H 1.9544 -1.1566 -0.9345
H 0.5039 -3.8928 -4.0637
C -1.9564 2.0890 -3.6091
O -1.3322 1.9383 -0.2231
H -0.1831 1.6676 -5.6109
C -0.3019 1.2207 -0.0374
H 1.4541 -0.1014 -4.5895
O 0.1956 3.1542 3.2352
C 2.3194 -2.2471 -2.7794
H 6.2130 3.4740 0.6206
C 2.6876 -3.9274 -4.5200
O -0.1023 0.8004 1.1404
H -5.1730 -3.5193 1.2657
H 3.5537 -1.7835 -1.0860
H 0.4125 2.7336 -4.3537
H -1.2679 0.3851 7.1094
C 4.6629 3.9184 -0.8764
H -7.4426 -2.9656 0.3225
H -1.7624 -1.3355 1.0532
H 3.9467 0.9774 -1.0712
C -4.9611 -1.4601 4.8278
H 4.6498 -2.2281 -4.2300
H 3.2430 2.8343 -2.1080
C -5.4530 -2.1986 3.6077
C 0.1477 4.1857 4.2360
H -7.4778 -1.6070 1.4060
C 2.4230 3.3890 3.9162
C 0.2143 1.6815 -4.5875
H -1.8247 1.9264 5.4657
H -5.4288 -1.8928 5.7108
H -3.1005 -1.9650 0.0829
C -1.2578 -0.0449 6.1094
C -2.8498 -1.4137 0.9832
H 0.9667 -4.7468 -5.4854
H -3.1070 0.8430 -4.9783
H -6.5322 -2.0678 3.5972
C 1.5148 4.1668 4.9161
C 1.5663 0.9840 -4.5860
C 2.5109 -2.0286 -1.2860
H 0.7596 0.6470 5.6606
H -2.4620 2.2998 -5.7240
H 0.6246 -0.0855 3.3550
H -1.7741 -1.0066 6.1202
H -3.0796 -1.2398 3.1396
H 1.2711 -2.4348 -3.0048
H 2.8489 1.3911 0.2751
H 1.2816 -5.4924 -3.9498
H 2.7511 -3.1505 -5.3056